[1]
Computed, not measured: a structure of composition C4H7NO2, with ωB97M-V with the def2-TZVPD basis set.

Last column: Löwdin charge in e.
CARTESIAN COORDINATES (ANGSTROEM)
C: 0.64 0.25 0.51  -0.42
C: -1.28 0.49 0.47  -0.20
N: -1.80 -0.19 -0.57  -0.06
C: 0.75 -0.57 -1.20  -0.01
C: -0.38 -0.80 -1.71  0.01
O: 1.09 -0.63 1.44  0.03
O: 1.29 1.44 0.54  0.03
H: 1.69 -0.22 2.10  0.12
H: 2.25 1.36 0.71  0.12
H: -2.31 -1.02 -0.28  0.06
H: -1.30 1.58 0.37  0.09
H: -1.45 0.13 1.49  0.09
H: 1.79 -0.73 -1.33  0.07
H: -0.99 -1.09 -2.54  0.06

LUMO = 0.34 eV
2S+1 = 1
E = -361.6722 hartree
frontier orbital gap = 8.496 eV
total charge = 0
relative energy (zero: lowest compared OMol25 entry of this formula, charge and spin) = 547.9 kJ/mol
highest occupied orbital energy = -8.15 eV

=====

[2]
Computed, not measured: a structure of composition C39H57N4O6Re, with ωB97M-V with the def2-TZVPD basis set.

Last column: Löwdin charge in e.
CARTESIAN COORDINATES (ANGSTROEM)
Re: 0.34 -0.99 -1.26  1.69
C: 0.87 -1.69 -4.20  -0.06
N: -0.24 -1.83 -3.22  -0.36
C: -0.59 -3.27 -3.08  -0.06
C: -1.45 -1.08 -3.73  -0.14
C: -2.21 -0.42 -2.60  -0.13
N: -1.27 0.33 -1.72  -0.26
C: -1.97 0.75 -0.47  -0.09
C: -2.38 -0.35 0.49  -0.13
C: -3.25 0.06 1.50  0.02
C: -3.65 -0.80 2.50  -0.14
C: -3.17 -2.11 2.44  0.05
C: -2.32 -2.57 1.43  -0.07
C: -1.92 -1.65 0.47  -0.21
O: -1.02 -2.07 -0.53  -0.29
C: -1.82 -4.04 1.43  -0.51
C: -2.37 -4.84 2.61  -0.06
C: -2.29 -4.74 0.14  -0.03
C: -0.28 -4.09 1.51  -0.03
C: -4.57 -0.30 3.63  -0.55
C: -5.87 0.25 3.02  -0.05
C: -3.85 0.82 4.39  -0.04
C: -4.92 -1.41 4.62  -0.06
C: -0.76 1.54 -2.44  -0.09
C: 0.38 2.25 -1.78  -0.15
C: 0.27 3.60 -1.44  0.03
C: 1.36 4.30 -0.99  -0.14
C: 2.58 3.61 -0.93  0.05
C: 2.73 2.27 -1.28  -0.07
C: 1.58 1.60 -1.68  -0.22
O: 1.62 0.23 -1.99  -0.27
C: 4.10 1.56 -1.21  -0.51
C: 4.48 1.08 -2.62  -0.03
C: 5.22 2.49 -0.72  -0.06
C: 4.04 0.36 -0.26  -0.02
C: 1.29 5.77 -0.55  -0.56
C: -0.10 6.36 -0.79  -0.07
C: 2.31 6.61 -1.33  -0.04
C: 1.60 5.86 0.96  -0.04
H: 0.57 -2.08 -5.17  0.11
H: 1.74 -2.25 -3.85  0.08
H: 1.16 -0.65 -4.29  0.09
H: -0.84 -3.68 -4.06  0.11
H: -1.43 -3.38 -2.40  0.07
H: 0.26 -3.81 -2.67  0.08
H: -2.11 -1.76 -4.26  0.14
H: -1.11 -0.34 -4.45  0.12
H: -2.72 -1.16 -1.99  0.13
H: -2.97 0.26 -3.00  0.15
H: -2.87 1.30 -0.77  0.14
H: -1.31 1.45 0.05  0.14
H: -3.59 1.09 1.50  0.13
H: -3.47 -2.80 3.21  0.09
H: -3.46 -4.89 2.61  0.09
H: -2.03 -4.43 3.57  0.10
H: -1.99 -5.86 2.55  0.09
H: -3.39 -4.73 0.08  0.10
H: -1.97 -5.79 0.15  0.09
H: -1.89 -4.27 -0.75  0.04
H: 0.07 -3.53 2.38  0.10
H: 0.18 -3.68 0.61  0.05
H: 0.05 -5.13 1.62  0.09
H: -5.68 1.10 2.36  0.08
H: -6.54 0.58 3.82  0.09
H: -6.39 -0.53 2.45  0.09
H: -3.64 1.68 3.75  0.08
H: -2.90 0.47 4.80  0.09
H: -4.47 1.17 5.22  0.09
H: -5.44 -2.24 4.13  0.09
H: -5.59 -1.01 5.39  0.09
H: -4.03 -1.81 5.12  0.09
H: -1.61 2.22 -2.58  0.14
H: -0.43 1.21 -3.42  0.12
H: -0.70 4.08 -1.55  0.11
H: 3.45 4.15 -0.59  0.10
H: 4.59 1.93 -3.30  0.10
H: 3.73 0.40 -3.03  0.07
H: 5.44 0.55 -2.59  0.09
H: 5.35 3.36 -1.38  0.09
H: 6.16 1.94 -0.71  0.09
H: 5.03 2.85 0.30  0.09
H: 3.37 -0.41 -0.64  0.05
H: 3.71 0.66 0.74  0.11
H: 5.04 -0.09 -0.16  0.10
H: -0.38 6.32 -1.85  0.09
H: -0.11 7.41 -0.49  0.09
H: -0.87 5.84 -0.21  0.09
H: 2.14 6.54 -2.41  0.09
H: 3.34 6.29 -1.13  0.08
H: 2.23 7.66 -1.04  0.09
H: 0.89 5.25 1.53  0.09
H: 1.52 6.89 1.30  0.09
H: 2.61 5.50 1.18  0.08
O: 3.89 -2.03 3.32  0.16
C: 4.17 -2.86 2.34  -0.48
O: 5.05 -3.67 2.38  0.13
C: 3.33 -2.77 1.10  -0.03
C: 3.56 -3.57 0.00  0.05
N: 2.68 -3.23 -0.95  0.08
N: 1.88 -2.24 -0.52  -0.08
C: 2.27 -1.95 0.71  -0.17
C: 1.54 -0.82 1.38  -0.51
O: 1.77 -0.54 2.53  0.13
O: 0.67 -0.22 0.60  -0.11
H: 3.14 -1.44 3.10  0.07
H: 4.29 -4.35 -0.14  0.16
H: 2.57 -3.62 -1.86  0.16

LUMO (spin up / spin down) = -4.06 / -3.70 eV
2S+1 = 2
E = -2268.9746 hartree
frontier orbital gap (spin up / spin down) = 7.005 / 7.441 eV
total charge = +1
highest occupied orbital energy (spin up / spin down) = -11.07 / -11.15 eV

=====

[3]
Computed, not measured: the molecule C19H19ClFNO3S, with ωB97M-V with the def2-TZVPD basis set.

Last column: Löwdin charge in e.
CARTESIAN COORDINATES (ANGSTROEM)
O: 0.84 -2.34 -4.71  0.12
F: 3.53 3.53 3.31  0.05
Cl: -0.36 3.68 -3.37  0.69
O: 0.13 -0.56 -3.55  0.08
O: -1.57 0.60 0.61  -0.07
S: -1.48 2.71 2.76  1.01
C: 0.53 -1.88 -3.66  -0.44
C: 1.50 0.79 4.62  -0.10
C: 2.63 1.58 4.41  -0.01
C: -0.67 4.48 -0.81  -0.10
C: -1.03 2.10 -1.27  -0.04
C: 0.27 1.11 4.10  -0.11
C: 1.26 3.03 3.06  -0.03
C: -0.97 4.24 0.54  -0.09
C: 2.49 2.71 3.59  -0.26
C: -0.74 3.40 -1.72  -0.67
C: -1.24 1.85 0.09  -0.24
C: 0.13 2.27 3.30  -0.52
C: -1.18 2.93 1.02  -0.44
N: -0.42 -2.47 -1.31  -0.11
C: -1.62 -0.56 -0.26  -0.15
C: -0.27 -1.23 -0.51  -0.13
C: -0.96 -3.73 -0.79  -0.19
C: -0.21 -4.88 -1.41  -0.16
C: 0.22 -4.25 -2.74  -0.13
C: 0.52 -2.77 -2.40  -0.20
H: 0.13 -0.22 -4.46  0.12
H: 1.65 -0.12 5.20  0.11
H: 3.59 1.35 4.87  0.12
H: -0.47 5.48 -1.11  0.09
H: -1.05 1.29 -2.03  0.10
H: -0.61 0.47 4.28  0.11
H: 1.23 3.96 2.47  0.13
H: -0.95 5.11 1.19  0.10
H: -2.33 -1.23 0.24  0.13
H: -2.09 -0.31 -1.23  0.12
H: 0.44 -0.51 -0.97  0.13
H: 0.17 -1.44 0.45  0.11
H: -0.89 -3.78 0.31  0.12
H: -2.01 -3.80 -1.06  0.11
H: 0.72 -5.07 -0.85  0.12
H: -0.84 -5.75 -1.55  0.11
H: -0.62 -4.33 -3.46  0.13
H: 1.08 -4.74 -3.19  0.11
H: 1.52 -2.67 -1.98  0.15

LUMO = 0.57 eV
SMILES string = O=C(O)[C@@H]1CCCN1CCOc1cc(Cl)ccc1Sc1cccc(F)c1
2S+1 = 1
E = -1974.1219 hartree
frontier orbital gap = 9.065 eV
total charge = 0
highest occupied orbital energy = -8.50 eV

=====

[4]
Computed, not measured: a cluster of 2 separate species, C5H14 in total, with ωB97M-V with the def2-TZVPD basis set.

Last column: Löwdin charge in e.
CARTESIAN COORDINATES (ANGSTROEM)
C: 1.84 -1.81 1.68  -0.10
C: 2.65 -0.81 0.72  -0.07
H: 0.66 -1.95 1.59  0.11
H: 2.08 -2.79 1.56  0.01
H: 1.85 -1.57 2.87  0.13
H: 3.42 -0.30 1.35  0.12
H: 2.15 0.10 0.48  0.04
H: 2.77 -1.34 -0.13  0.03
C: -1.23 0.74 -0.41  -0.22
C: -1.30 2.14 -1.07  -0.01
C: -2.23 -0.16 -1.11  -0.03
H: -1.37 0.94 0.53  0.06
H: -0.12 0.36 -0.58  0.17
H: -0.75 2.04 -2.11  0.17
H: -2.38 2.63 -1.15  0.17
H: -3.03 0.44 -1.53  0.09
H: -2.68 -0.93 -0.47  0.13
H: -0.82 2.90 -0.41  0.12
H: -1.52 -0.63 -1.79  0.10

LUMO (spin up / spin down) = -2.89 / -11.25 eV
2S+1 = 2
E = -198.3839 hartree
frontier orbital gap (spin up / spin down) = 12.550 / 3.040 eV
total charge = +1
relative energy (zero: lowest compared OMol25 entry of this formula, charge and spin) = 270.5 kJ/mol
highest occupied orbital energy (spin up / spin down) = -15.44 / -14.29 eV

=====

[5]
Computed, not measured: a structure of composition CH4N2O2, with ωB97M-V with the def2-TZVPD basis set.

Last column: Löwdin charge in e.
CARTESIAN COORDINATES (ANGSTROEM)
C: 1.40 0.20 -0.06  0.01
N: -2.49 -0.80 -0.07  0.05
N: -0.97 0.18 0.41  -0.24
O: -0.87 1.16 1.06  0.11
O: 0.09 -0.39 -0.17  -0.09
H: 1.99 -0.56 0.39  0.10
H: 1.30 1.01 0.49  0.02
H: 1.63 0.40 -1.10  0.11
H: -2.10 -1.20 -0.96  -0.07

LUMO (spin up / spin down) = -0.24 / -0.24 eV
2S+1 = 1
E = -300.2227 hartree
frontier orbital gap (spin up / spin down) = 8.480 / 8.483 eV
total charge = 0
relative energy (zero: lowest compared OMol25 entry of this formula, charge and spin) = 695.5 kJ/mol
highest occupied orbital energy (spin up / spin down) = -8.73 / -8.73 eV

=====

[6]
Computed, not measured: the molecule C14H17N3O4S, with ωB97M-V with the def2-TZVPD basis set.

Last column: Löwdin charge in e.
CARTESIAN COORDINATES (ANGSTROEM)
C: 6.41 1.02 0.39  -0.04
C: 4.95 0.88 0.15  -0.17
C: 4.17 2.03 0.00  -0.02
C: 2.80 1.97 -0.20  0.00
C: 2.16 0.73 -0.26  -0.12
C: 2.92 -0.42 -0.13  0.08
C: 4.29 -0.35 0.08  -0.08
N: 4.99 -1.61 0.22  -0.35
O: 4.33 -2.57 0.54  0.09
O: 6.18 -1.63 0.00  0.09
H: 2.44 -1.39 -0.19  0.13
C: 0.70 0.57 -0.50  -0.39
O: 0.24 -0.42 -1.05  0.08
N: -0.07 1.60 -0.04  0.09
C: -1.46 1.72 -0.07  -0.84
N: -2.13 0.79 -0.75  0.03
C: -3.56 0.67 -0.75  -0.15
H: -4.00 1.67 -0.59  0.09
H: -3.89 0.28 -1.71  0.13
C: -4.05 -0.26 0.38  -0.32
C: -3.49 -1.69 0.25  -0.13
H: -2.69 -1.88 0.96  0.12
C: -4.72 -2.56 0.49  -0.15
H: -4.67 -3.52 -0.02  0.11
C: -5.84 -1.66 -0.04  -0.20
H: -6.82 -1.87 0.39  0.12
O: -5.47 -0.36 0.35  -0.10
H: -5.90 -1.74 -1.13  0.12
H: -4.86 -2.74 1.56  0.11
H: -3.11 -1.85 -0.76  0.11
H: -3.78 0.20 1.34  0.15
H: -1.58 0.00 -1.10  0.11
S: -2.12 3.01 0.70  0.66
H: 0.37 2.36 0.46  0.10
H: 2.25 2.88 -0.34  0.12
H: 4.65 2.99 0.05  0.12
H: 6.74 0.39 1.22  0.09
H: 6.67 2.06 0.60  0.08
H: 6.97 0.70 -0.49  0.09

LUMO = -0.78 eV
SMILES string = Cc1ccc(C(=O)NC(=S)NC[C@@H]2CCCO2)cc1[N+](=O)[O-]
2S+1 = 1
E = -1407.0444 hartree
frontier orbital gap = 7.876 eV
total charge = 0
relative energy (zero: lowest compared OMol25 entry of this formula, charge and spin) = 274.6 kJ/mol
highest occupied orbital energy = -8.66 eV

=====

Respective F_max values: 4.11; 0.91; 2.00; 5.88; 4.95; 1.36 eV/Å.